Record 1
# C19H21IN2O3RuS

A structure of composition C19H21IN2O3RuS (ωB97M-V with the def2-TZVPD basis set, the OMol25 dataset).

Computed properties:
Net charge: +2
Spin multiplicity: 5
Frontier orbital gap (alpha / beta), eV: 7.112 / 4.291
Expectation value of S²: 6.05
Energy relative to the best compared isomer or geometry (same formula, charge and spin), eV: 0.000

Each line ends with the natural charge from an NBO analysis.
Geometry (Å):
C  1.82537  0.39522  1.27646  -0.79
C  1.42037  -1.05230  1.32293  -0.74
H  2.39084  1.20144  0.80772  0.32
H  2.66437  0.07124  2.00541  0.31
H  0.95979  0.78549  1.85840  0.23
H  2.15189  -1.78172  1.01543  0.27
H  1.68429  -0.97427  2.43293  0.29
H  0.45039  -1.49815  1.38842  0.27
C  0.61604  2.45856  -2.39063  0.08
C  0.76270  3.26657  -3.51144  -0.22
C  0.66751  2.66428  -4.77570  -0.11
C  0.44930  1.28362  -4.91891  -0.18
H  0.69590  2.77745  -1.34769  0.22
H  0.92988  4.33551  -3.38266  0.26
H  0.75162  3.26944  -5.68261  0.26
H  0.37625  0.74001  -5.86395  0.25
N  0.34804  1.14801  -2.54265  -0.45
C  0.26246  0.53619  -3.73876  0.17
C  0.04065  -0.91192  -3.65571  0.18
N  -0.13510  -1.37036  -2.39370  -0.47
C  -0.27212  -2.67341  -2.10763  0.08
C  -0.04582  -3.17241  -4.44154  -0.10
C  -0.22701  -3.62769  -3.11387  -0.22
H  -0.40046  -2.88264  -1.04618  0.23
H  -0.34655  -4.68380  -2.86932  0.26
C  0.10732  -1.80913  -4.73035  -0.19
H  0.26243  -1.38593  -5.73494  0.25
H  -0.03458  -3.89325  -5.27002  0.26
Ru  0.67495  -0.12784  -0.75045  1.06
I  2.99553  -0.74935  -1.45523  0.00
C  -0.14410  0.94215  6.24177  -0.68
C  -0.76775  0.69085  4.88590  0.23
C  -1.02879  -0.62182  4.48798  -0.15
C  -1.56185  -0.88959  3.22411  -0.20
C  -1.78682  0.17339  2.34270  -0.14
C  -1.60519  1.48717  2.75718  -0.10
C  -1.09864  1.74232  4.02695  -0.21
S  -2.18868  -0.14256  0.62462  2.34
O  -1.88833  -1.55452  0.36863  -0.94
O  -3.53594  0.33799  0.39412  -0.82
O  -1.12296  0.77443  -0.04799  -0.98
H  -0.83197  0.65105  7.05090  0.29
H  0.77881  0.35507  6.38124  0.27
H  0.09967  2.00058  6.36504  0.25
H  -0.78824  -1.44717  5.16742  0.26
H  -1.77357  -1.90693  2.90693  0.28
H  -1.85649  2.30055  2.08491  0.27
H  -0.92542  2.76822  4.35383  0.26

Cartesian forces, eV/Å:
C 0.888 2.144 3.618
C 1.447 -3.264 2.916
H -0.613 -0.425 -1.711
H -0.421 2.691 -1.205
H 1.153 0.896 -0.042
H 0.058 -0.185 -0.435
H -1.662 -2.253 -1.095
H -1.232 0.283 -0.961
C -0.272 -0.683 -0.657
C -0.134 -0.215 0.023
C -0.061 -0.237 -0.341
C -0.372 -0.319 1.184
H -0.054 0.260 -0.528
H 0.009 -0.318 -0.204
H 0.069 -0.136 0.392
H 0.095 0.686 0.145
N 0.658 -0.082 0.710
C 0.418 1.435 -0.234
C 0.105 -1.293 0.285
N 0.186 0.028 0.138
C 0.087 0.263 -0.497
C -0.074 -0.275 0.057
C -0.054 0.428 -0.648
H -0.073 -0.272 -0.376
H 0.067 0.339 -0.214
C -0.289 0.522 0.627
H -0.118 -0.705 0.498
H 0.068 0.304 0.468
Ru -0.994 0.579 -1.127
I 0.675 -0.075 -0.873
C -0.134 0.354 -0.727
C 0.870 0.589 1.944
C -0.758 -2.161 -1.581
C 0.491 -0.554 1.582
C -0.224 -0.950 -0.538
C 0.430 1.840 1.514
C -0.528 1.054 -1.652
S -0.296 -0.111 -1.578
O -0.010 1.643 0.497
O 1.787 -0.396 0.589
O -0.687 -1.289 0.675
H 0.047 -0.083 -0.208
H -0.344 -0.020 -0.123
H -0.079 -0.185 0.028
H -0.165 0.308 -0.284
H 0.079 0.134 0.023
H 0.062 -0.035 0.057
H -0.101 -0.261 -0.134

Record 2
# C19H21LaN5O6S2

A structure of composition C19H21LaN5O6S2 (ωB97M-V with the def2-TZVPD basis set, the OMol25 dataset).

Computed properties:
Net charge: +1
Spin multiplicity: 1
Frontier orbital gap, eV: 8.327
Energy relative to the best compared isomer or geometry (same formula, charge and spin), eV: 1.213

Each line ends with the Löwdin charge.
Geometry (Å):
La  -0.44696  -0.12642  0.29370  1.90
C  -0.57125  1.52444  -4.47336  0.00
C  -0.86413  1.11446  -3.06040  -0.24
N  -0.17867  0.23842  -2.42541  -0.02
N  0.86545  -0.36437  -3.04208  -0.01
C  1.40229  -1.52249  -2.55228  -0.83
N  2.45010  -1.98801  -3.23706  0.12
S  0.79360  -2.33097  -1.22713  0.68
C  -2.02076  1.68449  -2.32625  -0.21
C  -3.10710  2.22475  -3.00041  0.01
C  -4.18483  2.70282  -2.26947  -0.02
C  -4.13566  2.63856  -0.89001  -0.01
C  -3.01624  2.07883  -0.29551  -0.11
N  -1.98137  1.60549  -0.98498  0.00
H  -0.83844  0.72247  -5.16665  0.11
H  0.48899  1.75088  -4.60312  0.09
H  -1.12130  2.41768  -4.74920  0.08
H  1.20480  -0.00132  -3.92079  0.14
H  2.88328  -1.48681  -3.99390  0.12
H  2.91409  -2.80923  -2.88833  0.11
H  -3.13329  2.24820  -4.08012  0.12
H  -5.04584  3.11520  -2.77760  0.12
H  -4.95146  3.00464  -0.28309  0.12
H  -2.95210  2.00439  0.78007  0.08
O  -0.02732  -3.16619  5.84770  0.11
C  -0.05880  -2.57256  4.64957  -0.27
C  1.10154  -2.16040  3.98148  0.09
C  0.96554  -1.57637  2.74211  -0.16
N  -0.23563  -1.41971  2.18489  -0.05
C  -1.35637  -1.73480  2.84142  -0.18
C  -1.31636  -2.31564  4.08735  0.08
C  -2.60858  -1.18033  2.13255  -0.62
O  -3.60415  -0.95781  2.78888  0.08
O  -2.40212  -0.88797  0.88970  -0.26
C  2.10680  -0.92942  1.92205  -0.59
O  3.25370  -1.07628  2.27859  0.10
O  1.66352  -0.24353  0.91751  -0.30
H  0.87900  -3.31391  6.13869  0.13
H  2.08548  -2.27071  4.42184  0.14
H  -2.22460  -2.55418  4.62403  0.14
O  -0.67108  1.49851  1.94971  -0.68
S  -1.69820  1.67973  3.06113  1.02
C  -0.83951  1.17471  4.59482  -0.27
C  -0.85119  2.37676  5.52878  -0.22
C  -0.59402  3.58789  4.63723  -0.22
C  -1.58598  3.46005  3.48940  -0.28
H  0.16943  0.92629  4.25997  0.11
H  -1.33414  0.29499  4.99910  0.09
H  -0.09789  2.27032  6.30840  0.12
H  -1.82731  2.47044  6.00987  0.12
H  0.42752  3.55620  4.25363  0.12
H  -0.73201  4.52798  5.16992  0.12
H  -1.28503  3.97106  2.57649  0.10
H  -2.58875  3.77597  3.78036  0.10

Cartesian forces, eV/Å:
La 0.464 2.077 -4.768
C -0.058 -0.016 0.054
C 0.251 -0.115 -0.175
N -0.282 -0.032 0.022
N 0.321 -0.008 -0.313
C -0.183 0.044 0.242
N 0.059 -0.003 -0.056
S 0.168 -0.649 -0.445
C -0.158 0.122 0.157
C 0.093 -0.054 -0.033
C 0.049 -0.017 0.046
C -0.094 0.049 -0.060
C -0.011 0.037 -0.157
N -0.413 0.538 -0.421
H 0.018 0.006 -0.010
H -0.006 0.034 -0.004
H 0.013 0.009 -0.027
H -0.059 0.020 -0.053
H 0.001 0.036 -0.004
H -0.030 -0.024 0.013
H 0.016 0.019 0.003
H -0.005 0.001 0.013
H 0.022 -0.022 0.025
H -0.049 -0.073 0.026
O -0.133 -0.031 0.087
C 0.051 0.156 -0.299
C 0.058 -0.085 0.086
C 0.030 0.151 -0.097
N 0.153 -1.348 1.964
C 0.087 0.051 -0.054
C -0.095 -0.102 0.073
C -0.442 -0.506 0.755
O 0.089 -0.163 -0.079
O -1.840 -0.902 0.884
C 0.361 -0.212 0.415
O -0.131 -0.042 0.040
O 1.782 -0.234 1.018
H 0.082 -0.005 0.007
H 0.014 -0.013 -0.057
H 0.005 0.011 -0.010
O -0.100 0.804 0.699
S 0.113 0.746 0.622
C -0.175 0.004 -0.001
C 0.017 0.140 -0.087
C 0.000 -0.057 0.056
C 0.007 -0.195 0.022
H -0.006 -0.050 -0.025
H 0.013 -0.042 -0.061
H -0.021 -0.043 0.011
H 0.029 -0.024 0.056
H -0.003 0.038 0.004
H 0.026 0.013 -0.029
H -0.095 -0.025 -0.053
H -0.006 -0.013 -0.022

Record 3
# C19H21N3Se2Sr

A structure of composition C19H21N3Se2Sr (ωB97M-V with the def2-TZVPD basis set, the OMol25 dataset).

Computed properties:
Net charge: +2
Spin multiplicity: 1
Frontier orbital gap, eV: 7.085
Energy relative to the best compared isomer or geometry (same formula, charge and spin), eV: 0.580

Each line ends with the natural charge from an NBO analysis.
Geometry (Å):
Sr  0.40747  0.93989  0.69487  1.80
C  4.39348  0.09768  -1.65651  -0.22
C  4.46611  -1.28609  -1.70865  -0.11
C  3.46576  -2.03163  -1.10594  -0.20
C  2.42381  -1.38202  -0.44204  0.17
N  2.34452  -0.04338  -0.43000  -0.60
C  3.30155  0.66892  -1.02117  0.05
C  1.37066  -2.12834  0.28359  0.19
C  1.51699  -3.47101  0.63676  -0.20
C  0.49167  -4.09818  1.32622  -0.11
C  -0.65485  -3.39053  1.64284  -0.20
C  -0.73717  -2.04763  1.26617  0.19
N  0.26647  -1.45291  0.61304  -0.59
C  -1.91831  -1.20713  1.57289  0.17
C  -3.12497  -1.73926  2.03615  -0.20
C  -4.18182  -0.89023  2.32745  -0.11
C  -4.02471  0.47201  2.12599  -0.22
C  -2.81026  0.91811  1.63278  0.05
N  -1.78626  0.11270  1.37216  -0.61
H  5.16191  0.71471  -2.09661  0.26
H  5.28496  -1.77305  -2.21552  0.25
H  3.50530  -3.10616  -1.16165  0.24
H  3.19368  1.74747  -0.97271  0.20
H  2.41500  -4.02048  0.41470  0.24
H  0.58538  -5.13113  1.61909  0.25
H  -1.44231  -3.88096  2.19144  0.24
H  -3.24867  -2.80232  2.16366  0.24
H  -5.11677  -1.28844  2.69283  0.25
H  -4.81855  1.17055  2.34379  0.26
H  -2.64756  1.97369  1.43243  0.21
C  -0.05661  4.25557  -2.06163  -0.76
Se  -1.08883  2.79193  -1.28505  0.16
C  -0.98599  1.46680  -2.74801  -0.56
C  -1.88466  0.28823  -2.40592  -0.59
Se  -1.13573  -1.44383  -2.99941  0.25
C  -1.76446  -1.40038  -4.84423  -0.77
H  0.99161  3.97124  -2.15699  0.22
H  -0.15725  5.12135  -1.40341  0.25
H  -0.48416  4.49298  -3.03726  0.25
H  0.05887  1.15255  -2.85854  0.22
H  -1.31050  1.96216  -3.66461  0.25
H  -2.87741  0.38810  -2.85234  0.25
H  -2.00089  0.18685  -1.32019  0.20
H  -2.84234  -1.25772  -4.84470  0.23
H  -1.52721  -2.36503  -5.28495  0.25
H  -1.27051  -0.60625  -5.39688  0.22

Cartesian forces, eV/Å:
Sr 0.260 1.633 0.267
C -0.123 0.010 0.069
C -0.198 0.228 0.062
C -0.205 0.113 0.179
C 0.660 -0.275 -0.454
N 0.231 -0.328 -0.044
C 0.362 0.017 -0.195
C -0.057 -0.846 0.172
C -0.102 0.263 -0.023
C -0.025 0.247 -0.121
C 0.049 0.319 -0.108
C 0.054 -0.823 0.139
N -0.098 -0.297 -0.062
C -0.841 -0.183 0.248
C 0.392 0.070 -0.117
C 0.141 0.120 -0.120
C 0.077 -0.026 -0.012
C -0.376 0.293 0.141
N -0.155 -0.402 0.106
H -0.023 0.068 -0.032
H 0.054 -0.063 -0.023
H -0.044 -0.117 0.040
H 0.065 0.032 -0.046
H 0.131 -0.004 -0.079
H 0.036 -0.128 0.036
H -0.093 0.057 0.017
H 0.022 -0.069 0.011
H -0.038 -0.034 0.030
H -0.014 0.031 -0.036
H -0.090 -0.022 0.051
C 0.129 0.010 -0.026
Se -0.195 0.200 -0.344
C 0.225 0.103 -0.093
C 0.165 -0.473 -0.065
Se -0.190 0.247 0.161
C -0.013 0.151 0.093
H -0.149 0.098 -0.048
H -0.003 -0.185 -0.080
H 0.054 -0.056 0.164
H -0.248 0.134 -0.012
H 0.118 0.032 0.107
H 0.118 0.037 0.214
H -0.120 -0.103 -0.143
H 0.018 -0.037 -0.014
H 0.029 0.012 0.018
H 0.009 -0.054 -0.028

Summary of F_max in eV/A
4.61; 5.22; 1.68
(order as listed above)